# 1
A cluster of 3 separate species, C22H42IN2O6P in total at a distorted geometry. Source: the OMol25 dataset; level of theory: the ωB97M-V functional and the def2-TZVPD basis.

Values from the calculation:
electronic energy = -2063.20548 a.u.
E_LUMO = 0.011 hartree
SMILES = O=C(I)C[PH3]CC(=O)c1ccccc1.COCCNCCOC.COCCNCCOC
maximum force = 2.8 eV/A
frontier orbital gap = 0.3228 Ha

```
74
Properties=species:S:1:pos:R:3:forces:R:3:lowdin_charge:R:1
O 1.328874 2.796124 -1.842936 0.2783 -0.2984 1.1612 -0.030
C 1.538287 1.918668 -1.052030 -0.6772 -0.1603 -2.7357 -0.840
I 2.489729 2.498086 0.801824 0.1665 -0.5558 -0.0508 0.904
C 1.134700 0.462126 -1.461028 -0.1160 0.4764 0.2055 -0.373
P 0.701718 -0.721531 -0.028827 -0.3767 -0.9047 -0.0251 0.762
C 0.266148 -2.016594 1.309448 0.2288 -0.0917 0.3389 -0.315
C 1.449299 -2.923094 1.792749 -0.2989 -0.2812 0.7790 -0.392
O 1.257226 -3.605195 2.785006 0.3238 0.3707 -0.8081 0.066
C 2.832870 -3.080229 1.104248 1.9382 -1.2268 -1.6912 -0.137
C 3.167209 -4.420397 0.566027 2.0273 1.7329 -0.1782 -0.011
C 4.486312 -4.623018 -0.053211 -0.1310 1.3278 0.3455 -0.078
C 5.480142 -3.556176 -0.200149 -1.9953 1.0320 1.2355 -0.081
C 5.154956 -2.229950 0.321355 -1.6498 -1.9778 0.2370 -0.070
C 3.859678 -2.055094 0.964620 -0.1551 -0.2455 -0.2486 -0.064
H 1.895688 -0.005680 -2.152682 -0.4276 0.6632 0.9257 0.100
H 0.200608 0.564620 -2.088847 0.9962 0.0666 0.6263 0.078
H 0.623293 -1.782952 -1.006126 0.1697 0.4009 0.2097 0.023
H 1.864739 -0.389579 0.725443 -0.2594 0.2221 -0.3991 -0.058
H -0.510483 -0.000862 0.285610 0.5057 -0.1297 -0.2019 0.039
H -0.149844 -1.497845 2.220410 0.4311 -0.6264 -0.7096 0.087
H -0.537958 -2.688273 0.900318 0.6868 0.4416 0.4326 0.089
H 2.479442 -5.293176 0.636294 0.5225 0.9829 0.0293 0.110
H 4.787161 -5.628757 -0.445578 -0.5804 1.0148 0.4813 0.097
H 6.477194 -3.699827 -0.670828 -1.0181 -0.1902 0.3592 0.096
H 5.840229 -1.347613 0.253356 -0.6616 -1.1086 0.0597 0.104
H 3.632884 -1.037343 1.379084 0.3262 -1.1089 -0.4098 0.082
C -1.037743 -6.410209 -4.299792 0.1534 0.1114 -0.1022 -0.114
O -1.290351 -5.517545 -5.370680 -0.1911 -0.2301 0.2572 -0.195
C -2.674968 -5.237500 -5.566439 0.0422 0.4266 -0.3708 -0.210
C -2.997859 -3.799900 -5.177349 0.1857 -0.2855 0.2764 -0.210
N -2.907240 -3.607923 -3.731686 0.0452 0.1564 -0.1510 -0.052
C -2.930872 -2.205601 -3.314852 0.1397 -0.1975 0.1032 -0.195
C -1.791309 -1.298527 -3.793890 -0.2175 0.2354 0.2842 -0.214
O -0.521856 -1.615275 -3.235774 -0.1687 -0.0553 -0.3666 -0.236
C 0.178802 -2.656633 -3.900931 0.1702 0.1258 0.2772 -0.090
H 0.012926 -6.699682 -4.342640 -0.0479 0.0651 -0.0753 0.090
H -1.218958 -5.930303 -3.332537 -0.0834 -0.1433 0.0798 0.075
H -1.649859 -7.313294 -4.381468 -0.0157 0.0287 0.0586 0.088
H -3.316683 -5.945375 -5.036024 0.0924 0.0063 0.1585 0.121
H -2.868542 -5.355939 -6.636238 -0.0315 -0.0010 0.0140 0.121
H -4.011945 -3.556995 -5.508411 0.0138 0.0227 0.0175 0.123
H -2.295599 -3.150437 -5.712098 -0.0635 -0.0133 -0.2181 0.102
H -2.043263 -4.017931 -3.398607 -0.0867 -0.0375 -0.0406 0.064
H -2.919386 -2.205195 -2.220596 -0.0031 0.1006 -0.0383 0.117
H -3.886360 -1.765408 -3.619026 0.0536 0.0094 -0.0669 0.119
H -2.019905 -0.286265 -3.444991 0.0263 -0.0298 0.0150 0.119
H -1.730531 -1.231724 -4.884992 0.0704 -0.1661 -0.0231 0.113
H -0.026763 -2.673358 -4.974183 -0.0872 -0.0622 0.0604 0.092
H -0.058298 -3.621738 -3.449480 0.0164 -0.1364 -0.2007 0.071
H 1.248044 -2.485857 -3.759971 -0.0426 0.0669 0.0186 0.088
C -0.385209 2.758279 4.329262 0.1936 0.1061 0.0865 -0.112
O 0.360124 3.745537 3.639325 -0.2867 -0.2643 -0.0777 -0.221
C -0.261757 4.194521 2.436566 0.2754 0.5965 -0.1343 -0.258
C -0.754483 5.629118 2.582653 -0.1495 -0.3530 0.3128 -0.206
N -1.893516 5.710681 3.494697 0.1410 0.1569 -0.0559 -0.054
C -2.239235 7.075515 3.894981 -0.0122 -0.2057 0.1469 -0.198
C -1.192132 7.878356 4.676147 -0.3384 0.2182 0.0659 -0.225
O -0.936211 7.384162 5.983283 0.1839 -0.0018 -0.2805 -0.180
C -0.000332 6.319945 6.046447 -0.1511 0.1269 0.2830 -0.098
H 0.243554 2.354494 5.123861 0.0329 0.0693 -0.0708 0.091
H -1.280799 3.187646 4.789497 -0.1132 -0.1357 -0.0463 0.077
H -0.671998 1.938360 3.663343 -0.0541 0.0200 0.0144 0.083
H -1.068263 3.529142 2.116746 -0.0783 -0.0340 0.1638 0.123
H 0.510118 4.171030 1.662405 -0.2283 0.1049 0.0724 0.008
H -1.053838 6.007513 1.600685 0.0000 0.0161 0.0186 0.124
H 0.088945 6.229857 2.941480 0.1428 0.0099 -0.1764 0.103
H -1.682369 5.183783 4.333238 -0.0091 -0.0092 -0.0909 0.064
H -3.134427 7.000277 4.519224 0.0411 0.1039 -0.0062 0.118
H -2.525776 7.640688 3.001570 0.0868 0.0019 -0.0014 0.116
H -1.600872 8.883323 4.818837 -0.0012 -0.0454 0.0311 0.119
H -0.257529 8.011622 4.120643 0.0598 -0.1794 0.0048 0.109
H 0.768798 6.398992 5.273240 -0.0919 -0.0681 -0.0541 0.089
H -0.513661 5.358677 5.979899 0.1787 -0.1319 -0.1194 0.069
H 0.489285 6.360658 7.021075 -0.0465 0.0749 -0.0218 0.088
```
Forces are in eV/Å.

# 2
A cluster of 2 separate species, C6H7O6S2 in total at a distorted geometry. Source: the OMol25 dataset; level of theory: the ωB97M-V functional and the def2-TZVPD basis.

Values from the calculation:
electronic energy = -1480.65438 a.u.
E_LUMO = 0.109 hartree
charge = -1
maximum force = 3.5 eV/A
frontier orbital gap = 0.2833 Ha

```
21
Properties=species:S:1:pos:R:3:forces:R:3:lowdin_charge:R:1
C -2.061545 0.878613 0.911122 -1.2087 -0.0394 -0.9209 0.002
C -1.902130 1.346383 -0.442715 0.6901 0.4945 1.8302 -0.419
C -1.152095 1.096471 1.887369 2.6121 -0.9618 2.1315 -0.421
C 0.350475 1.028634 -0.008361 2.2507 0.1170 0.7637 -0.827
C 1.960231 0.963438 -2.334507 -1.9703 2.0519 0.8292 -0.331
C 0.329841 -2.400309 1.487734 0.3933 2.0006 -0.5906 -0.175
O -2.689884 1.781908 -1.207004 -0.9156 -0.1639 -1.1311 0.122
O -1.006725 0.972901 3.100769 -0.9856 0.4836 -1.9445 0.036
O 1.481847 -1.893432 -0.793183 -0.3911 0.3989 0.0750 -0.488
O -1.019408 -1.884155 -0.693809 -0.3656 0.0742 -0.6515 -0.456
O -0.505001 1.488493 -0.856987 -1.6260 -0.7087 -1.4086 0.045
O 0.214486 1.410092 1.229326 -0.0748 -0.5589 0.8997 -0.018
S 2.051943 1.047921 -0.487426 0.2531 0.9086 -0.7971 0.949
S 0.247376 -1.427476 -0.124524 -0.4331 -0.7174 0.8975 0.632
H -3.007930 0.465453 1.210832 -0.2983 0.2350 -0.1389 0.119
H 2.782367 0.378158 -2.540033 1.7573 -1.1942 -0.9213 -0.013
H 1.938895 1.953310 -2.907502 0.1857 -1.2485 1.1733 0.068
H 1.049710 0.420674 -2.554189 -0.0410 -0.1898 -0.2089 0.033
H 0.262069 -3.423448 1.127778 1.0979 -0.1244 -0.0167 0.035
H 1.258186 -1.900682 1.919761 -1.1179 -1.6174 0.0001 0.069
H -0.582711 -2.302946 2.075559 0.1876 0.7600 0.1297 0.037
```
Forces are in eV/Å.

# 3
An isolated molecule of C4H7NO at a distorted geometry. Source: the OMol25 dataset; level of theory: the ωB97M-V functional and the def2-TZVPD basis.

Values from the calculation:
electronic energy = -286.49626 a.u.
E_LUMO = 0.035 hartree
SMILES = C[C@H]1NCC1=O
maximum force = 4.0 eV/A
frontier orbital gap = 0.3523 Ha

```
13
Properties=species:S:1:pos:R:3:forces:R:3:lowdin_charge:R:1
C 1.420195 0.795309 -0.639181 -0.0424 0.2138 -0.0610 -0.106
C 0.609683 0.105910 0.405586 -0.9222 -2.8992 -1.4303 -0.339
N -0.625779 0.717265 0.852457 -2.0682 -2.0866 -0.5293 -0.012
C -1.652106 -0.550831 0.181216 0.7991 2.2787 1.7635 -0.002
C -0.449287 -1.203654 -0.447536 3.4751 1.6344 1.0688 -0.269
O -0.192535 -2.147454 -1.133285 -1.0290 1.1070 0.7753 0.105
H 1.987260 1.628110 -0.227315 0.1145 0.1508 0.0510 0.069
H 0.748441 1.189999 -1.399553 0.2246 -0.0574 -0.3105 0.077
H 2.130475 0.054371 -1.030335 -0.1834 0.3146 -0.2185 0.084
H 1.296233 -0.222909 1.206648 -0.5699 -0.3778 -0.1663 0.119
H -0.595238 0.871041 1.873196 -0.6187 -0.6005 -0.7077 0.083
H -2.380159 0.025824 -0.363376 0.1634 0.0821 -1.0062 0.086
H -2.297184 -1.262982 0.721478 0.6571 0.2400 0.7713 0.103
```
Forces are in eV/Å.

Copy entry 2 word for word.
A cluster of 2 separate species, C6H7O6S2 in total at a distorted geometry. Source: the OMol25 dataset; level of theory: the ωB97M-V functional and the def2-TZVPD basis.

Values from the calculation:
electronic energy = -1480.65438 a.u.
E_LUMO = 0.109 hartree
charge = -1
maximum force = 3.5 eV/A
frontier orbital gap = 0.2833 Ha

```
21
Properties=species:S:1:pos:R:3:forces:R:3:lowdin_charge:R:1
C -2.061545 0.878613 0.911122 -1.2087 -0.0394 -0.9209 0.002
C -1.902130 1.346383 -0.442715 0.6901 0.4945 1.8302 -0.419
C -1.152095 1.096471 1.887369 2.6121 -0.9618 2.1315 -0.421
C 0.350475 1.028634 -0.008361 2.2507 0.1170 0.7637 -0.827
C 1.960231 0.963438 -2.334507 -1.9703 2.0519 0.8292 -0.331
C 0.329841 -2.400309 1.487734 0.3933 2.0006 -0.5906 -0.175
O -2.689884 1.781908 -1.207004 -0.9156 -0.1639 -1.1311 0.122
O -1.006725 0.972901 3.100769 -0.9856 0.4836 -1.9445 0.036
O 1.481847 -1.893432 -0.793183 -0.3911 0.3989 0.0750 -0.488
O -1.019408 -1.884155 -0.693809 -0.3656 0.0742 -0.6515 -0.456
O -0.505001 1.488493 -0.856987 -1.6260 -0.7087 -1.4086 0.045
O 0.214486 1.410092 1.229326 -0.0748 -0.5589 0.8997 -0.018
S 2.051943 1.047921 -0.487426 0.2531 0.9086 -0.7971 0.949
S 0.247376 -1.427476 -0.124524 -0.4331 -0.7174 0.8975 0.632
H -3.007930 0.465453 1.210832 -0.2983 0.2350 -0.1389 0.119
H 2.782367 0.378158 -2.540033 1.7573 -1.1942 -0.9213 -0.013
H 1.938895 1.953310 -2.907502 0.1857 -1.2485 1.1733 0.068
H 1.049710 0.420674 -2.554189 -0.0410 -0.1898 -0.2089 0.033
H 0.262069 -3.423448 1.127778 1.0979 -0.1244 -0.0167 0.035
H 1.258186 -1.900682 1.919761 -1.1179 -1.6174 0.0001 0.069
H -0.582711 -2.302946 2.075559 0.1876 0.7600 0.1297 0.037
```
Forces are in eV/Å.